Record 1
This record from the OMol25 dataset describes 2 unconnected molecules or ions with the total composition C5H14N4O. The level of theory is ωB97M-V/def2-TZVPD.

HOMO level (spin up / spin down): -6.222 / -5.781 eV
Net charge: 0
Kohn-Sham gap (spin up / spin down): 7.055 / 6.628 eV
ΔE to the lowest compared entry with this formula, charge and spin: 65.87 kcal/mol

Last column: natural (NBO) charge in e.
Cartesian coordinates (Å):
C  1.25879  1.31336  0.59745  -0.09
C  0.14805  1.83264  -0.14005  -0.65
C  0.78240  -1.19394  0.95137  0.75
N  1.42822  -1.56390  -0.25876  -0.92
N  2.48120  1.06934  -0.07232  -0.85
O  1.21978  -1.46965  2.06656  -0.67
H  1.26887  1.28814  1.67843  0.20
H  2.19581  -2.18078  -0.01692  0.39
H  1.82928  -0.72809  -0.70700  0.41
H  2.75909  1.79411  -0.72633  0.37
H  3.24383  0.85544  0.55523  0.38
H  -0.52525  2.44288  0.46194  0.22
H  -0.60967  0.91795  -0.48862  0.19
H  0.40655  2.38767  -1.04700  0.21
C  -2.76815  -0.18423  -0.03052  -0.64
C  -1.35286  -0.61729  -0.28884  0.29
N  -1.16102  -1.40538  -1.41656  -0.84
N  -0.59140  -0.87877  0.81211  -0.60
H  -0.26964  -1.90337  -1.42158  0.42
H  -1.36062  -0.96115  -2.30007  0.38
H  -0.97962  -0.60366  1.70249  0.41
H  -3.19718  0.26230  -0.92872  0.22
H  -2.80774  0.56158  0.76421  0.21
H  -3.39871  -1.03520  0.25349  0.22

Atoms 1-6, force components in eV/Å:
C 0.107 0.238 -0.133
C -0.395 -0.293 0.047
C -0.681 -0.913 0.134
N 0.053 0.194 0.147
N -0.002 0.126 0.015
O -0.047 0.358 -0.508

Record 2
This record from the OMol25 dataset describes a gas-phase ion, C5H14N4S (charge +2). The level of theory is ωB97M-V/def2-TZVPD.

HOMO level: -17.168 eV
Net charge: +2
Kohn-Sham gap: 8.730 eV
ΔE to the lowest compared entry with this formula, charge and spin: 0.00 kcal/mol

Last column: natural (NBO) charge in e.
Cartesian coordinates (Å):
C  0.32224  0.16963  -0.19137  0.45
C  -3.10918  1.23320  -0.53936  -0.45
C  -0.87740  -0.74404  -0.63000  0.01
C  2.80801  0.17256  -0.01508  -0.40
C  -0.40459  -2.43442  0.86703  -0.42
N  1.48471  -0.35411  -0.43741  -0.55
N  -0.10779  1.28276  0.28083  -0.47
N  0.68554  2.42356  0.44633  -0.52
N  -0.82323  -2.04525  -0.49729  -0.55
S  -2.30246  0.27062  0.49203  0.57
H  -4.01577  1.87569  -0.20003  0.30
H  -3.01389  1.18348  -1.61843  0.24
H  -1.33971  -0.36273  -1.49708  0.24
H  3.30242  -0.70619  0.47207  0.26
H  2.65204  1.01926  0.64058  0.17
H  3.34138  0.46735  -0.87850  0.24
H  0.40750  -1.80898  1.06222  0.20
H  -1.29602  -2.42653  1.49604  0.22
H  -0.10382  -3.42982  0.82579  0.24
H  1.26577  2.84462  -0.35118  0.45
H  1.31562  2.22286  1.24390  0.44
H  -0.05866  3.03369  0.62965  0.46
H  -1.68186  -2.50950  -0.75716  0.42
H  1.54915  -1.37771  -0.84356  0.46

Atoms 1-6, force components in eV/Å:
C -0.974 -2.107 -1.295
C -1.820 -0.411 0.967
C -0.315 3.579 0.463
C -0.897 -1.570 0.559
C -1.896 -0.559 -1.190
N 1.788 -2.372 -0.984

Record 3
This record from the OMol25 dataset describes 2 unconnected molecules or ions with the total composition C5H14N5. The level of theory is ωB97M-V/def2-TZVPD.

HOMO level (spin up / spin down): -9.262 / -13.036 eV
Net charge: +1
Spin multiplicity: 3
Kohn-Sham gap (spin up / spin down): 6.915 / 7.839 eV
ΔE to the lowest compared entry with this formula, charge and spin: 0.00 kcal/mol

Last column: natural (NBO) charge in e.
Cartesian coordinates (Å):
C  3.30348  -0.15311  0.52961  -0.25
C  2.05408  -1.05300  0.60406  -0.24
C  -3.87628  0.39840  0.14329  -0.30
C  -2.65633  0.74448  1.03740  -0.29
C  1.82007  0.61776  -1.06384  -0.06
N  3.27976  0.43997  -0.80296  -0.62
N  -3.25053  -0.39096  -0.86731  -0.20
N  -1.90489  -0.48358  -0.73838  -0.31
N  1.30248  -0.70902  -0.58060  -0.51
N  -1.50588  0.09592  0.31507  -0.23
H  3.09828  0.58413  1.37182  0.18
H  4.24709  -0.69515  0.85554  0.24
H  2.20594  -2.09433  0.63619  0.23
H  1.50896  -0.69401  1.53870  0.24
H  -4.52154  -0.15498  0.86644  0.24
H  -4.44208  1.16401  -0.25443  0.23
H  -2.65514  1.75941  1.17377  0.23
H  -2.71991  0.13208  1.99223  0.23
H  1.38132  1.42197  -0.38835  0.20
H  1.46609  0.72595  -2.08874  0.23
H  3.83621  1.32315  -0.85956  0.41
H  -3.79635  -0.92162  -1.62726  0.43
H  0.31158  -0.71699  -0.45878  0.48
H  1.51360  -1.34047  -1.33389  0.43

Atoms 1-6, force components in eV/Å:
C 0.608 0.213 2.165
C 0.017 1.502 2.391
C 1.183 -2.192 2.590
C -0.090 -3.862 -0.907
C 0.402 0.975 1.556
N -0.578 0.420 -0.436

Record 4
This record from the OMol25 dataset describes 2 unconnected molecules or ions with the total composition C5H14NO. The level of theory is ωB97M-V/def2-TZVPD.

HOMO level: -2.610 eV
Net charge: -1
Kohn-Sham gap: 6.876 eV
ΔE to the lowest compared entry with this formula, charge and spin: 6.07 kcal/mol

Last column: natural (NBO) charge in e.
Cartesian coordinates (Å):
N  1.51070  2.69252  1.23931  -0.93
C  0.20778  2.02130  1.62179  0.16
O  0.06555  0.83046  1.04561  -0.96
H  2.05901  2.99323  2.03838  0.32
H  2.06089  1.97330  0.78424  0.35
H  0.20894  1.95961  2.75683  0.03
H  -0.55441  2.78480  1.37268  0.06
C  -1.62171  -1.59814  0.61462  -0.62
C  -0.34429  -1.62326  -0.23896  -0.38
C  -0.51932  -0.75502  -1.49433  -0.40
C  0.84329  -0.41215  -2.06743  -0.61
H  -1.75763  -0.57657  0.96414  0.26
H  -1.48796  -2.20649  1.51269  0.18
H  -2.49035  -1.91581  0.02961  0.17
H  -0.13865  -2.66699  -0.53244  0.15
H  0.50534  -1.28389  0.34854  0.24
H  -1.09224  0.13220  -1.22012  0.23
H  -1.10729  -1.35985  -2.19320  0.16
H  1.44639  0.05786  -1.28448  0.23
H  0.80825  0.26185  -2.93071  0.19
H  1.39769  -1.30896  -2.36677  0.17

Atoms 1-6, force components in eV/Å:
N 0.318 0.331 -0.276
C 0.463 -0.392 0.561
O -0.033 0.458 -0.017
H -0.156 -0.083 0.195
H -0.114 -0.171 -0.040
H -0.020 0.146 -0.182

Record 5
This record from the OMol25 dataset describes 2 unconnected molecules or ions with the total composition C5H14NO. The level of theory is ωB97M-V/def2-TZVPD.

HOMO level: -12.690 eV
Net charge: +1
Kohn-Sham gap: 5.127 eV
ΔE to the lowest compared entry with this formula, charge and spin: 103.42 kcal/mol

Last column: natural (NBO) charge in e.
Cartesian coordinates (Å):
C  0.28433  0.95192  -0.18197  -0.21
O  0.46333  0.80311  -1.57208  -0.60
C  -1.01279  0.34367  0.19743  0.46
C  -1.13643  -1.08196  0.29740  -0.56
C  -1.64518  -1.58151  1.67657  -0.36
C  -0.93928  -0.82626  2.80709  -0.62
N  3.11363  1.73728  -3.39847  -1.06
H  1.09801  0.35663  0.24647  0.22
H  0.50765  1.97293  0.13782  0.23
H  -0.36710  0.94895  -2.04600  0.49
H  -1.88430  0.94725  -0.04354  0.22
H  -0.19376  -1.51463  -0.02303  0.26
H  -1.90030  -1.33822  -0.45039  0.31
H  -1.46033  -2.64881  1.75403  0.26
H  -2.70506  -1.36998  1.76884  0.23
H  -1.64601  -0.50428  3.56510  0.24
H  -0.39251  0.06691  2.47787  0.18
H  -0.23123  -1.47872  3.31619  0.24
H  3.10571  1.57446  -4.40022  0.36
H  4.09622  1.79679  -3.14591  0.36
H  2.84539  0.84447  -2.98319  0.34

Atoms 1-6, force components in eV/Å:
C 2.174 0.272 1.355
O -1.157 -0.626 -0.195
C 0.175 -0.183 -2.282
C -0.040 -0.040 -0.421
C -0.034 0.662 0.415
C 0.398 -0.187 0.534

Record 6
This record from the OMol25 dataset describes 2 unconnected molecules or ions with the total composition C5H14NO. The level of theory is ωB97M-V/def2-TZVPD.

HOMO level: -12.784 eV
Net charge: +1
Kohn-Sham gap: 9.483 eV
ΔE to the lowest compared entry with this formula, charge and spin: 77.98 kcal/mol

Last column: natural (NBO) charge in e.
Cartesian coordinates (Å):
C  -1.11365  1.21852  0.92923  -0.20
C  -1.65592  -0.17063  0.19038  -0.46
C  -0.88736  -0.98342  -0.82885  -0.49
C  0.77127  -2.07068  0.79694  -0.43
C  0.20668  -2.01143  -0.44412  -0.17
N  -0.02017  1.69022  -0.16389  -0.77
H  -0.59379  1.07754  1.95745  0.24
H  -1.81316  2.10890  0.91973  0.23
H  -2.19416  -0.83457  0.97417  0.27
H  -2.56036  0.33928  -0.30175  0.24
H  -0.40178  -0.49089  -1.62590  0.20
H  -1.62894  -1.53825  -1.35231  0.25
H  0.21689  -1.52432  1.73190  0.20
H  1.79477  -2.40821  0.75686  0.23
H  0.56719  -2.62508  -1.36873  0.23
H  -0.45646  1.20042  -1.00379  0.44
H  0.02125  2.75204  -0.17125  0.45
H  0.94247  1.21810  -0.05330  0.48
H  3.35949  0.87410  0.39649  0.52
H  2.82805  1.30446  -1.07749  0.50
O  2.61770  0.87389  -0.26175  -0.97

Atoms 1-6, force components in eV/Å:
C 2.089 -0.991 -0.722
C -3.110 2.232 2.289
C 0.529 -2.155 1.141
C -1.986 1.758 -0.859
C 0.192 0.415 0.711
N -1.124 -0.628 0.727